# 1
Entry from OMol25: an isolated molecule of C5H4O2 (ωB97M-V with the def2-TZVPD basis set).

Each line ends with the Löwdin charge.
CARTESIAN COORDINATES (ANGSTROEM)
O (-1.99, -1.17, -1.14)  0.128
C (-1.08, -0.55, -0.64)  -0.325
C (-0.19, 0.46, -1.25)  -0.002
C (0.78, 0.80, -0.38)  -0.043
C (0.74, 0.02, 0.91)  -0.093
C (-0.61, -0.68, 0.83)  -0.305
O (-1.24, -1.19, 1.72)  0.145
H (-0.33, 0.87, -2.24)  0.118
H (1.54, 1.55, -0.57)  0.114
H (0.84, 0.63, 1.82)  0.127
H (1.53, -0.74, 0.94)  0.135

Computed properties:
Energy relative to the best compared isomer or geometry (same formula, charge and spin)   50.5 kJ/mol
SMILES string   O=C1C=CCC1=O
Net charge   0
Gap between HOMO and LUMO   8.81 eV


# 2
Entry from OMol25: a structure of composition C28H40N12PSSiSn in a non-equilibrium geometry (ωB97M-V with the def2-TZVPD basis set).

Each line ends with the Löwdin charge.
CARTESIAN COORDINATES (ANGSTROEM)
Sn (-0.21, 0.54, -0.18)  1.221
C (-3.37, -0.73, 4.37)  0.021
N (-2.31, -0.83, 3.36)  -0.093
C (-1.45, -1.89, 3.24)  0.006
C (-0.65, -1.64, 2.16)  -0.076
N (-1.03, -0.43, 1.63)  -0.059
C (-2.03, 0.04, 2.37)  -0.426
P (-3.00, 1.54, 1.94)  1.228
C (-1.56, 2.63, 1.58)  -0.404
N (-0.50, 2.36, 0.81)  -0.081
C (0.36, 3.43, 0.85)  -0.069
C (-0.20, 4.37, 1.65)  0.011
N (-1.39, 3.85, 2.10)  -0.087
C (-2.32, 4.56, 3.01)  0.024
C (-3.31, 1.03, 0.21)  -0.429
N (-2.36, 0.62, -0.64)  -0.050
C (-2.99, 0.18, -1.77)  -0.060
C (-4.33, 0.33, -1.60)  0.016
N (-4.52, 0.86, -0.36)  -0.089
C (-5.83, 1.14, 0.24)  0.021
H (-3.03, -1.21, 5.28)  0.109
H (-4.27, -1.23, 4.02)  0.110
H (-3.59, 0.31, 4.58)  0.083
H (-1.48, -2.73, 3.92)  0.147
H (0.13, -2.24, 1.72)  0.118
H (1.29, 3.46, 0.30)  0.134
H (0.15, 5.35, 1.94)  0.151
H (-1.89, 5.53, 3.23)  0.109
H (-2.44, 4.00, 3.93)  0.102
H (-3.28, 4.69, 2.52)  0.103
H (-2.44, -0.21, -2.61)  0.130
H (-5.15, 0.10, -2.26)  0.150
H (-6.53, 1.39, -0.56)  0.110
H (-5.76, 1.99, 0.92)  0.085
H (-6.20, 0.27, 0.77)  0.110
C (5.14, 0.92, 3.76)  -0.071
C (5.38, -0.57, 3.53)  -0.402
C (6.33, -0.80, 2.36)  -0.061
C (4.08, -1.35, 3.36)  -0.078
N (3.21, -0.80, 2.30)  -0.061
C (2.34, 0.20, 2.34)  -0.110
N (1.80, 0.35, 1.14)  -0.033
N (2.38, -0.62, 0.37)  -0.019
N (3.21, -1.30, 1.05)  0.128
H (6.09, 1.42, 3.96)  0.095
H (4.49, 1.10, 4.63)  0.084
H (4.71, 1.40, 2.88)  0.071
H (5.83, -0.98, 4.43)  0.149
H (5.93, -0.38, 1.43)  0.077
H (6.51, -1.86, 2.20)  0.088
H (7.29, -0.32, 2.55)  0.092
H (3.49, -1.37, 4.27)  0.136
H (4.28, -2.37, 3.04)  0.135
H (2.15, 0.81, 3.21)  0.154
N (-0.29, 1.81, -7.21)  0.121
C (-1.16, 2.07, -6.23)  -0.834
S (-2.73, 2.49, -6.45)  0.774
C (-0.66, 1.88, -4.84)  -0.195
C (-1.13, 2.71, -3.81)  -0.009
C (-0.76, 2.45, -2.52)  -0.112
N (0.04, 1.41, -2.19)  -0.069
C (0.54, 0.65, -3.17)  -0.091
C (0.23, 0.86, -4.50)  0.038
H (-0.58, 1.92, -8.17)  0.123
H (0.69, 1.65, -7.04)  0.117
H (-1.79, 3.53, -4.04)  0.113
H (-1.12, 3.07, -1.71)  0.114
H (1.20, -0.16, -2.88)  0.111
H (0.63, 0.19, -5.24)  0.132
C (1.61, -4.89, -1.02)  -0.175
Si (0.60, -4.06, -2.33)  0.462
C (1.58, -3.50, -3.82)  -0.176
C (-1.02, -4.85, -2.73)  -0.173
C (0.21, -2.39, -1.49)  -0.125
C (0.00, -1.30, -1.00)  -0.256
H (2.05, -5.82, -1.38)  0.047
H (0.98, -5.14, -0.16)  0.037
H (2.42, -4.24, -0.69)  0.031
H (2.04, -4.35, -4.32)  0.047
H (2.37, -2.81, -3.53)  0.036
H (0.92, -3.01, -4.55)  0.033
H (-0.86, -5.75, -3.34)  0.049
H (-1.66, -4.18, -3.30)  0.037
H (-1.55, -5.15, -1.83)  0.040

Computed properties:
Energy relative to the best compared isomer or geometry (same formula, charge and spin)   59.2 kJ/mol
Net charge   +3
Gap between HOMO and LUMO   6.87 eV


# 3
Entry from OMol25: an isolated molecule of C5H12NO2 in a non-equilibrium geometry (ωB97M-V with the def2-TZVPD basis set).

Each line ends with the Mulliken spin population.
CARTESIAN COORDINATES (ANGSTROEM)
O (-1.14, -2.38, -0.27)  -0.260
C (-0.15, -1.71, -0.12)  -0.203
O (1.10, -2.13, -0.41)  -0.092
C (-0.09, -0.35, 0.56)  0.838
C (0.78, 0.65, -0.16)  0.022
C (0.79, 2.10, 0.39)  -0.004
C (0.45, 3.13, -0.69)  0.070
N (-1.57, 0.07, 0.64)  1.637
H (1.05, -2.99, -0.88)  0.033
H (0.18, -0.56, 1.59)  0.496
H (0.67, 0.62, -1.25)  0.067
H (1.80, 0.24, -0.08)  -0.054
H (0.09, 2.17, 1.23)  -0.045
H (1.80, 2.28, 0.78)  -0.029
H (1.38, 3.49, -1.12)  0.011
H (-0.14, 3.98, -0.35)  -0.041
H (-0.13, 2.67, -1.49)  -0.026
H (-1.98, 0.29, -0.31)  -0.561
H (-1.62, 0.99, 1.12)  -0.590
H (-2.20, -0.61, 1.11)  -0.271

Computed properties:
Energy relative to the best compared isomer or geometry (same formula, charge and spin)   153.7 kJ/mol
Multiplicity   2
⟨S²⟩   0.7507
Net charge   0
Gap between HOMO and LUMO (alpha / beta)   4.13 / 11.50 eV


# 4
Entry from OMol25: a structure of composition C2H12O4 in a non-equilibrium geometry (ωB97M-V with the def2-TZVPD basis set).

Each line ends with the Löwdin charge.
CARTESIAN COORDINATES (ANGSTROEM)
C (-2.28, 0.10, 0.82)  -0.161
O (-1.10, 0.84, 0.91)  -0.191
H (-2.97, 0.86, 0.45)  0.076
H (-2.11, -0.73, 0.12)  0.065
H (-2.55, -0.24, 1.82)  0.076
H (-0.36, 0.31, 1.20)  -0.217
C (1.25, 1.45, -0.75)  -0.158
O (1.65, 0.30, -0.27)  -0.053
H (0.48, 1.88, -0.10)  0.095
H (2.11, 2.11, -0.70)  0.092
H (0.98, 1.48, -1.80)  0.104
H (1.47, -0.42, -0.88)  0.071
O (0.67, -1.75, -0.80)  0.025
H (0.54, -2.60, -0.37)  0.128
H (0.76, -1.96, -1.73)  0.125
O (0.31, -0.54, 1.04)  0.034
H (0.87, 0.13, 0.67)  -0.080
H (0.28, -1.23, 0.37)  -0.032

Computed properties:
Energy relative to the best compared isomer or geometry (same formula, charge and spin)   698.6 kJ/mol
Net charge   0
Gap between HOMO and LUMO   7.55 eV


# 5
Entry from OMol25: a cluster of 2 separate species, C8H11NOS in total in a non-equilibrium geometry (ωB97M-V with the def2-TZVPD basis set).

Each line ends with the Löwdin charge.
CARTESIAN COORDINATES (ANGSTROEM)
C (4.68, 0.67, 0.20)  -0.090
C (3.39, -0.06, 0.42)  -0.299
N (2.50, 0.04, -0.47)  -0.368
S (1.00, -0.46, -0.39)  0.921
O (0.84, -1.26, 1.12)  -0.453
H (4.51, 1.81, 0.39)  0.112
H (5.45, 0.26, 0.76)  0.031
H (5.15, 0.64, -0.82)  0.088
H (3.23, -0.69, 1.23)  0.081
H (0.34, -2.13, 1.12)  0.078
C (-3.48, -0.60, 0.54)  -0.125
C (-2.81, 0.50, 1.01)  -0.095
C (-1.95, 1.26, 0.19)  -0.098
C (-1.66, 0.74, -1.11)  -0.180
C (-2.36, -0.39, -1.60)  -0.108
C (-3.27, -1.00, -0.73)  -0.137
H (-4.13, -1.16, 1.16)  0.095
H (-2.88, 0.84, 2.02)  0.094
H (-1.45, 2.17, 0.56)  0.106
H (-1.01, 1.38, -1.80)  0.116
H (-2.13, -0.81, -2.59)  0.106
H (-3.97, -1.75, -1.22)  0.126

Computed properties:
Energy relative to the best compared isomer or geometry (same formula, charge and spin)   210.3 kJ/mol
SMILES string   C/C=N/SO.c1ccccc1
Net charge   0
Gap between HOMO and LUMO   8.64 eV


# 6
Entry from OMol25: a cluster of 2 separate species, C5H11NO in total (ωB97M-V with the def2-TZVPD basis set).

Each line ends with the Löwdin charge.
CARTESIAN COORDINATES (ANGSTROEM)
C (1.58, -1.52, -0.51)  -0.089
C (0.06, -1.38, -0.61)  -0.269
N (-0.39, -0.21, 0.13)  -0.087
C (-1.62, 0.38, -0.29)  -0.093
C (-0.33, 1.05, -0.61)  -0.241
C (0.09, 2.26, 0.17)  -0.218
O (-0.30, 2.49, 1.29)  0.032
H (1.92, -2.42, -1.04)  0.073
H (1.88, -1.59, 0.54)  0.077
H (2.08, -0.65, -0.96)  0.071
H (-0.25, -1.33, -1.67)  0.113
H (-0.43, -2.26, -0.17)  0.120
H (-2.16, -0.07, -1.13)  0.113
H (-2.24, 0.81, 0.50)  0.113
H (0.02, 1.00, -1.64)  0.137
H (0.77, 2.95, -0.36)  0.119
H (-0.48, 0.32, 3.51)  0.026
H (-0.35, 0.26, 2.78)  0.003

Computed properties:
Energy relative to the best compared isomer or geometry (same formula, charge and spin)   303.0 kJ/mol
SMILES string   CCN1C[C@H]1C=O.[H][H]
Net charge   0
Gap between HOMO and LUMO   10.44 eV


What is the formula in the sixth record?
C5H11NO


energy relative to the best compared isomer or geometry (same formula, charge and spin) of number 6 (C5H11NO)?
303.0 kJ/mol